{
  "formula": "C21H29CrN7O2P",
  "method": "ωB97M-V with the def2-TZVPD basis set",
  "elements": ["Cr", "O", "C", "O", "C", "P", "C", "C", "C", "C", "C", "C", "C", "C", "C", "C", "C", "C", "H", "H", "H", "H", "H", "H", "H", "H", "H", "H", "H", "H", "N", "N", "N", "C", "N", "N", "H", "H", "H", "C", "C", "N", "C", "C", "C", "C", "N", "H", "H", "H", "H", "H", "H", "H", "H", "H", "H", "H", "H", "H", "H"],
  "coordinates": [[0.39450, -0.03170, -0.85714], [4.26749, 0.72760, 0.16546], [3.16232, 0.94044, -0.26960], [2.31975, -0.00342, -0.62013], [2.65920, 2.37940, -0.43313], [0.85429, 2.41835, -0.65426], [0.18700, 2.09084, 1.02180], [-1.16382, 2.37163, 1.26213], [-1.74345, 2.06207, 2.47917], [-0.98793, 1.45446, 3.47780], [0.34851, 1.17121, 3.25263], [0.93722, 1.48964, 2.03216], [0.38265, 4.12559, -1.00597], [0.26556, 5.08401, -0.00143], [-0.01656, 6.39898, -0.33295], [-0.17757, 6.76510, -1.66323], [-0.05945, 5.81558, -2.66706], [0.21717, 4.49659, -2.33889], [3.12310, 2.80570, -1.32590], [2.97487, 2.98885, 0.41477], [-1.76217, 2.85080, 0.49407], [-2.78376, 2.30176, 2.65720], [-1.43970, 1.21729, 4.43175], [0.94847, 0.71499, 4.02891], [1.98937, 1.27551, 1.89067], [0.39293, 4.80878, 1.03820], [-0.10693, 7.14146, 0.44848], [-0.39607, 7.79390, -1.91651], [-0.18583, 6.09829, -3.70329], [0.29959, 3.75403, -3.12405], [-4.68085, 0.99080, -2.32035], [-3.63983, 0.41470, -1.61159], [-3.83842, -0.25498, -0.49813], [-2.59274, -0.51801, -0.13305], [-1.71163, -0.02576, -1.00928], [-2.40887, 0.59068, -1.95358], [-5.52753, 0.50318, -2.04712], [-4.48672, 0.87196, -3.30929], [-2.32737, -1.05962, 0.75803], [-1.02555, -5.00378, -1.20163], [0.48636, -4.85671, -1.32523], [1.12262, -4.23561, -0.16245], [1.81184, -5.12869, 0.77744], [0.88132, -5.76816, 1.79518], [1.02848, -2.91405, 0.04319], [1.68628, -2.33336, 1.25849], [0.40597, -2.10712, -0.77846], [-1.43231, -5.44698, -2.11036], [-1.51918, -4.04374, -1.04563], [-1.28676, -5.64981, -0.36510], [0.75878, -4.29214, -2.22177], [0.94485, -5.83654, -1.44771], [2.61005, -4.57814, 1.26758], [2.30182, -5.89601, 0.17762], [0.33264, -5.01272, 2.35942], [1.45463, -6.36743, 2.50220], [0.15699, -6.42592, 1.31534], [2.77106, -2.37021, 1.15050], [1.40444, -2.87795, 2.15883], [1.41548, -1.28891, 1.36927], [0.00339, -2.58665, -1.57403]],
  "homo_ev": [-11.176, -11.404],
  "total_charge": 1,
  "gap_ha": [0.328, 0.331],
  "multiplicity": 5
}